Entry 1:
{"formula": "C6H12P", "method": "wB97M-V/def2-TZVPD", "species": ["C", "C", "C", "C", "C", "C", "P", "H", "H", "H", "H", "H", "H", "H", "H", "H", "H", "H", "H"], "xyz": [[-2.35, -0.53, 1.29], [-1.35, -0.15, 0.48], [-2.69, -0.26, -0.15], [1.09, -1.29, -0.98], [0.44, 1.53, -1.14], [1.11, 0.36, 1.63], [0.34, 0.00, 0.07], [-2.72, -0.91, 2.16], [-2.93, -1.14, -0.75], [-3.25, 0.47, -0.67], [2.07, -0.95, -1.00], [0.62, -1.48, -1.89], [1.14, -2.32, -0.52], [1.41, 1.89, -1.13], [-0.32, 2.18, -0.77], [0.21, 1.33, -2.15], [0.41, 1.14, 1.98], [2.08, 0.78, 1.59], [1.14, -0.63, 2.19]], "fmax_ha_per_bohr": 0.0986, "e_above_lowest_kcal_mol": 64.9, "lumo_ev": -3.723, "molar_mass_g_mol": 115.14, "multiplicity": 1, "orbital_gap_ha": 0.3687, "total_charge": 1}

***

Entry 2:
{"formula": "C3H11N2", "method": "wB97M-V/def2-TZVPD", "species": ["C", "C", "H", "H", "H", "H", "H", "H", "N", "C", "N", "H", "H", "H", "H", "H"], "xyz": [[-1.45, -1.61, 0.49], [-0.03, -2.12, 0.20], [-1.38, -0.70, 1.10], [-2.03, -2.35, 1.01], [-1.92, -1.33, -0.45], [0.61, -2.14, 1.08], [-0.07, -3.16, -0.12], [0.46, -1.49, -0.55], [0.89, 1.51, 0.77], [0.30, 1.79, -0.36], [0.90, 2.17, -1.45], [1.90, 1.46, 0.81], [0.33, 1.39, 1.60], [-0.78, 1.90, -0.33], [0.39, 2.60, -2.21], [1.89, 2.08, -1.59]], "fmax_ha_per_bohr": 0.0294, "e_above_lowest_kcal_mol": 8.7, "lumo_ev": -4.012, "molar_mass_g_mol": 75.13, "multiplicity": 1, "orbital_gap_ha": 0.4052, "total_charge": 1}

***

Entry 3:
{"formula": "C7H10N2O2S", "method": "wB97M-V/def2-TZVPD", "species": ["C", "C", "C", "C", "C", "C", "C", "H", "H", "H", "H", "H", "H", "H", "H", "H", "H", "N", "N", "O", "O", "S"], "xyz": [[1.83, -2.69, -0.52], [2.71, -1.44, -0.49], [1.44, 0.20, 0.70], [0.59, 1.46, 0.53], [-0.78, 1.18, 0.03], [-1.18, 0.27, -0.90], [-2.96, 1.55, 0.08], [1.27, -2.73, -1.53], [2.48, -3.58, -0.51], [1.18, -2.70, 0.36], [3.29, -1.49, 0.48], [3.34, -1.29, -1.33], [1.16, 2.02, -0.20], [0.55, 2.01, 1.49], [-0.41, -0.42, -1.28], [-4.95, 1.33, 0.64], [-4.12, 2.75, 1.28], [-4.22, 2.01, 0.53], [-1.83, 1.95, 0.58], [1.79, -0.28, -0.50], [1.74, -0.42, 1.72], [-2.90, 0.32, -1.16]], "smiles": "CCOC(=O)Cc1csc(N)n1", "fmax_ha_per_bohr": 0.0470, "e_above_lowest_kcal_mol": 11.8, "lumo_ev": 0.679, "molar_mass_g_mol": 186.24, "multiplicity": 1, "orbital_gap_ha": 0.3324}

***

Entry 4:
{"formula": "C4H12CrN4O16S2", "method": "wB97M-V/def2-TZVPD", "species": ["Cr", "S", "O", "O", "O", "O", "S", "O", "O", "O", "O", "C", "N", "O", "O", "H", "H", "H", "C", "N", "O", "O", "H", "H", "H", "C", "N", "O", "O", "H", "H", "H", "C", "N", "O", "O", "H", "H", "H"], "xyz": [[0.44, 0.14, -0.07], [0.16, -0.31, -3.45], [1.60, -0.44, -3.73], [-0.30, 1.02, -3.92], [-0.63, -1.41, -4.06], [-0.08, -0.40, -1.94], [2.12, 2.21, -0.40], [2.38, 2.52, -1.78], [2.77, 3.14, 0.54], [0.59, 2.16, -0.18], [2.41, 0.77, -0.05], [-2.06, 2.32, -2.09], [-2.50, 1.73, -0.79], [-1.77, 0.90, -0.30], [-3.53, 2.14, -0.26], [-1.23, 2.95, -1.80], [-2.93, 2.86, -2.47], [-1.79, 1.54, -2.80], [3.09, -3.25, 0.73], [1.68, -2.92, 0.50], [1.49, -1.77, 0.16], [0.81, -3.74, 0.70], [3.58, -3.16, -0.23], [3.22, -4.24, 1.18], [3.49, -2.51, 1.42], [-3.42, -1.98, 0.16], [-2.33, -1.95, 1.17], [-1.29, -1.49, 0.79], [-2.53, -2.42, 2.28], [-4.21, -2.62, 0.55], [-2.94, -2.36, -0.74], [-3.86, -0.99, 0.09], [1.22, 2.28, 2.86], [0.90, 0.86, 3.13], [0.56, 0.22, 2.16], [1.08, 0.38, 4.24], [0.47, 2.68, 2.19], [2.22, 2.29, 2.44], [1.10, 2.86, 3.78]], "fmax_ha_per_bohr": 0.0315, "e_above_lowest_kcal_mol": 0.0, "lumo_ev": [4.446, 4.419], "molar_mass_g_mol": 488.28, "multiplicity": 5, "orbital_gap_ha": [0.1909, 0.2035], "total_charge": -2}